Model 1:
DFT (ωB97M-V/def2-TZVPD) results for a 2-piece molecular cluster, C25H32N4O4 overall.

Properties
Molar mass ... 452.6 g mol⁻¹
Kohn-Sham gap ... 7.803 eV

Atoms and positions in Å:
O: 3.87726 3.58575 -2.00332
O: -4.39510 -0.35614 -0.11671
O: 1.49204 3.14091 0.20194
O: 5.56581 0.13784 -0.70759
N: 3.45387 0.80800 -0.18555
N: 5.47731 2.74373 -1.13770
N: 0.43829 3.75513 0.35209
N: -5.41748 1.69528 0.21469
C: 4.29858 2.62326 -1.50916
C: -6.16712 -3.82243 -1.07569
C: 4.46396 -2.87747 -0.00504
C: 3.30529 1.46011 -1.28848
C: 1.29361 1.74324 -0.50718
C: 4.45024 0.01093 0.33505
C: -0.67418 2.79484 0.28586
C: -5.86744 -2.45513 -0.78334
C: 1.86747 1.57933 -1.77949
C: -2.07676 3.39152 0.49425
C: -4.40277 2.60142 0.43126
C: 5.82424 -3.35796 0.41515
C: -6.66529 -0.42041 -0.27512
C: -3.64066 4.60499 1.08230
C: 2.07117 0.89727 0.60059
C: 3.71937 -2.42400 1.11352
C: 4.43457 -0.85334 1.40175
C: -0.10863 1.43606 -0.25345
C: -2.98432 2.20533 0.25824
C: 6.17439 -4.15022 1.65698
C: -5.40278 0.26667 0.00694
C: -2.44796 4.56310 0.84129
C: -7.61267 -4.44844 -1.08648
C: -4.64264 3.94203 1.02751
C: -6.92396 -1.55140 -0.46530
H: 4.08189 0.68147 -2.28828
H: -7.48404 0.52260 0.11948
H: 4.38359 -2.48921 -1.08987
H: 3.68895 -2.79547 2.30856
H: 3.94108 -3.78636 -0.05996
H: 3.64089 -0.21832 2.25136
H: -7.75652 -4.84177 -2.24044
H: -5.44984 -4.49328 -1.19786
H: 5.87900 -3.42139 2.41449
H: 2.65347 -2.05408 0.81920
H: 1.89138 -0.11456 0.42660
H: 7.15942 -4.40363 1.54628
H: 6.27531 -4.02128 -0.56192
H: -2.81346 1.20306 -0.16088
H: 5.91029 3.53177 -1.02861
H: 6.41831 -2.44593 0.34004
H: -1.51621 5.01908 1.14915
H: 1.41630 0.84214 -2.41351
H: 5.58483 -4.98827 1.60294
H: -0.56240 1.43193 -1.12779
H: -3.99073 5.74002 1.68025
H: 5.43095 -1.11181 1.97792
H: -7.87958 -1.81001 -0.15987
H: -7.69943 -5.39932 -0.44123
H: 5.87341 1.79430 -0.85625
H: 2.34085 1.26921 1.39438
H: 1.78467 2.40057 -2.35251
H: -4.92821 -2.31060 -0.81752
H: -8.62418 -3.79116 -0.84771
H: -5.70471 4.09715 1.06201
H: -0.33236 0.62828 0.42545
H: -6.39063 2.06504 0.58625

These are the Löwdin partial charges, in e, on atoms 1 to 6:
1 O 0.10
2 O 0.09
3 O -0.07
4 O -0.21
5 N 0.00
6 N 0.21

---

Model 2:
DFT (ωB97M-V/def2-TZVPD) results for one molecule with the formula C25H32N4O4.

Properties
Molar mass ... 452.6 g mol⁻¹
Kohn-Sham gap ... 7.671 eV
Structure (SMILES) ... Cc1cc(C)cc(C(=O)N[C@H](CC(N)=O)c2ccc(NC3CCCCCC3)c([N+](=O)[O-])c2)c1

Atoms and positions in Å:
O: 1.92808 -0.71941 1.23976
O: 2.42725 -3.92109 -2.46452
O: -1.40034 1.44113 -2.47080
O: -2.90107 2.26714 -1.18123
N: 1.24626 -5.63855 -1.63617
N: -3.61333 1.00176 0.96005
N: 1.82298 -1.77889 -0.74566
N: -2.05534 1.40770 -1.44346
C: 3.70244 -0.35722 -0.31133
C: -3.97630 3.97399 2.55326
C: -5.80751 1.60063 1.83751
C: 6.06890 0.85049 -1.07561
C: -3.99680 2.99625 3.72902
C: 0.24801 -3.43009 -1.58979
C: -5.35172 4.14006 1.91258
C: 6.68488 -1.09395 -2.52894
C: -0.80301 -0.53845 -0.85057
C: -5.81347 2.93845 1.09367
C: 1.40827 -4.33753 -1.95199
C: 5.58831 2.85928 0.35410
C: -1.83795 0.35064 -0.53596
C: 2.42140 -0.96177 0.15174
C: -3.69300 1.54485 3.36260
C: 4.55872 -1.00260 -1.19910
C: 0.63876 -2.53531 -0.39884
C: -2.25741 -0.92813 1.46197
C: 5.74706 -0.40214 -1.58570
C: -2.60556 0.17503 0.65017
C: 4.05309 0.88548 0.20057
C: -4.44116 0.96146 2.14042
C: -0.49566 -1.60408 -0.04192
C: 5.23533 1.50422 -0.17995
C: -1.24361 -1.78419 1.12662
H: -0.64409 -4.00242 -1.33709
H: -3.24990 3.30030 4.46609
H: -3.65696 4.95255 2.91886
H: 0.02967 -2.78852 -2.44512
H: -3.91518 0.92721 4.23599
H: -6.34665 1.70725 2.77996
H: 7.00385 -0.41547 -3.31816
H: 6.21034 -1.96095 -2.98115
H: -6.08196 4.34513 2.70012
H: -4.96945 3.05662 4.22140
H: 0.41248 -5.99093 -1.20239
H: 6.65675 3.04483 0.27347
H: -1.00161 -2.60240 1.78857
H: 1.99571 -6.28162 -1.83417
H: -5.33327 5.00947 1.25173
H: 3.38283 1.36097 0.90120
H: -6.84249 3.12478 0.77486
H: 6.99451 1.31987 -1.38019
H: -6.36407 0.88752 1.22329
H: 5.06499 3.62950 -0.21319
H: 7.57543 -1.42730 -1.99584
H: -2.79380 -1.08662 2.38266
H: 4.32479 -1.98728 -1.57843
H: 2.30107 -2.04592 -1.59513
H: -3.71095 1.81004 0.35207
H: -4.64538 -0.09444 2.36215
H: 0.85719 -3.16523 0.47793
H: -3.24901 3.65422 1.80638
H: -5.21756 2.87508 0.18191
H: 5.28939 2.95083 1.39584
H: -0.23446 -0.34409 -1.74771
H: -2.62304 1.44881 3.16416

These are the Löwdin partial charges, in e, on atoms 1 to 6:
1 O 0.08
2 O 0.05
3 O 0.07
4 O 0.04
5 N 0.18
6 N 0.08

---

From most stable to least stable, the computed energies give model 2, model 1.

---

Model 1:
DFT (ωB97M-V/def2-TZVPD) results for one molecule with the formula C5H13N3O.

Properties
Molar mass ... 131.2 g mol⁻¹
Kohn-Sham gap ... 9.190 eV
Structure (SMILES) ... [H]/N=C(/N)[N@@H+]([O-])C(C)(C)C

Atoms and positions in Å:
O: 0.59296 1.74693 1.00355
N: 2.48495 0.78734 -0.65540
N: 2.28344 -1.22924 0.43019
N: 0.59037 0.43105 0.78302
C: -0.75519 -1.38395 -0.36257
C: -0.73208 0.09858 -0.01666
C: 1.84301 0.01228 0.08819
C: -1.87504 0.46515 0.91934
C: -0.73954 0.96445 -1.26506
H: 0.06021 0.67816 -1.94508
H: 1.64060 -1.92914 0.75647
H: -1.90307 -0.19798 1.78327
H: 3.09700 -1.54784 -0.06723
H: -1.70081 -1.60802 -0.85347
H: -0.59852 2.00234 -0.96906
H: -0.69426 -2.00582 0.53075
H: 0.04749 -1.64893 -1.04773
H: -2.82691 0.39618 0.39886
H: -1.72915 1.48703 1.26372
H: 2.06914 1.71839 -0.66708
H: 0.53747 -0.10213 1.67266
H: -1.69209 0.86517 -1.78070

These are the Löwdin partial charges, in e, on atoms 1 to 6:
1 O -0.21
2 N 0.17
3 N 0.14
4 N -0.18
5 C -0.05
6 C -0.52

---

Model 2:
DFT (ωB97M-V/def2-TZVPD) results for a 2-piece molecular cluster, C5H13N3O overall.

Properties
Molar mass ... 131.2 g mol⁻¹
Kohn-Sham gap ... 9.891 eV
Structure (SMILES) ... [H]/N=C(/N)C(C)C.NC=O

Atoms and positions in Å:
O: -0.02387 -1.54514 -3.22760
N: 0.40376 0.79899 -1.09946
N: 2.24794 -0.31570 -0.40666
N: -1.78438 -1.39311 -1.82056
C: -0.75999 -0.27203 1.40516
C: -0.59506 -1.88671 -2.22540
C: 1.17400 0.28068 -0.09818
C: 0.60046 0.41754 1.30797
C: 0.49739 1.88559 1.72708
H: -0.21075 -2.67167 -1.54986
H: -2.19772 -0.62850 -2.34312
H: -0.66278 -1.33048 1.17866
H: -1.46392 0.17497 0.70733
H: 1.44342 2.39604 1.56617
H: 1.29493 -0.08383 1.99260
H: -1.15696 -0.16789 2.41188
H: 0.83184 0.76447 -2.01227
H: 0.24447 1.95115 2.78347
H: -2.18654 -1.63888 -0.93384
H: -0.14737 1.61220 -0.89906
H: 2.73012 -0.75495 0.36988
H: -0.27899 2.40726 1.16582

These are the Löwdin partial charges, in e, on atoms 1 to 6:
1 O 0.01
2 N 0.13
3 N 0.13
4 N 0.11
5 C -0.08
6 C -0.46

---

From most stable to least stable, the computed energies give model 2, model 1.

---

Model 1:
DFT (ωB97M-V/def2-TZVPD) results for a 3-piece molecular cluster, C2H13N2O2 overall.

Properties
Spin multiplicity ... 2
Charge ... +2
Molar mass ... 97.1 g mol⁻¹
Kohn-Sham gap (alpha / beta) ... 8.855 / 2.870 eV

Atoms and positions in Å:
O: -4.12046 -1.55685 -1.90846
O: 2.77580 3.62081 0.94535
N: 1.45720 -0.59070 -0.79453
N: 0.47075 -0.29394 1.73028
C: -0.02632 -0.65919 -0.75286
C: -0.48905 -0.90510 0.71301
H: 0.77397 -1.01312 2.40376
H: 1.79541 0.28857 -1.20323
H: -0.56074 -1.96361 0.93963
H: -3.47935 -2.03542 -1.37845
H: 0.14209 0.43289 2.36602
H: 2.03939 4.23428 0.89969
H: 1.96264 -1.42875 -1.08905
H: -4.67226 -2.24288 -2.29766
H: -1.44811 -0.44938 0.90535
H: 3.60997 4.09128 1.01437
H: -0.34981 -1.46547 -1.41918
H: 1.33335 0.04859 1.31886
H: -0.35987 0.27938 -1.19728

These are the Löwdin partial charges, in e, on atoms 1 to 6:
1 O -0.05
2 O -0.08
3 N 0.35
4 N 0.22
5 C -0.07
6 C -0.04

---

Model 2:
DFT (ωB97M-V/def2-TZVPD) results for a 3-piece molecular cluster, C2H13N2O2 overall.

Properties
Spin multiplicity ... 2
Charge ... +2
Molar mass ... 97.1 g mol⁻¹
Kohn-Sham gap (alpha / beta) ... 8.760 / 2.732 eV

Atoms and positions in Å:
O: -2.88282 -2.85711 0.20412
O: 4.34656 2.44892 1.57963
N: 0.15763 -0.68768 -1.55281
N: -1.59217 0.19319 0.49599
C: 0.77639 0.16305 -0.54072
C: -0.33825 1.02064 0.20765
H: -0.61614 1.82002 -0.46367
H: -1.56774 -0.08118 1.48246
H: -3.77753 -2.60149 -0.05560
H: 0.43411 -0.53987 -2.53448
H: 1.32721 0.90587 -1.12564
H: -2.96745 -3.80911 0.33811
H: 5.17658 2.28867 1.11813
H: 0.10822 1.26411 1.16464
H: 3.75412 2.61485 0.84125
H: -2.44729 0.69098 0.23843
H: 0.22623 -1.71160 -1.43821
H: 1.52623 -0.40245 0.01753
H: -1.64390 -0.71982 0.02319

These are the Löwdin partial charges, in e, on atoms 1 to 6:
1 O -0.06
2 O -0.05
3 N 0.34
4 N 0.22
5 C -0.09
6 C -0.02

---

From most stable to least stable, the computed energies give model 2, model 1.

---

Model 1:
DFT (ωB97M-V/def2-TZVPD) results for a 3-piece molecular cluster, C2H13N2O2 overall.

Properties
Spin multiplicity ... 2
Charge ... +2
Molar mass ... 97.1 g mol⁻¹
Kohn-Sham gap (alpha / beta) ... 10.991 / 4.149 eV

Atoms and positions in Å:
O: 2.62788 -0.90398 -0.93858
O: -1.75097 1.80761 -2.38303
N: -0.11291 0.53699 -0.49064
N: 0.04557 0.11210 2.22535
C: -0.97799 -0.54620 0.14186
C: -0.22714 -1.15656 1.35319
H: -0.57426 -0.09476 2.94068
H: 0.14394 1.21837 0.34512
H: -1.12433 2.59741 -2.45507
H: 0.93971 -0.12974 2.88065
H: -0.69600 1.24794 -0.83496
H: -1.03689 -1.43359 -0.57827
H: -2.24123 1.87010 -3.28030
H: 0.70628 -1.63243 1.07189
H: -2.04920 -0.18748 0.44984
H: 0.81442 0.38544 -0.83410
H: -1.01171 -1.72502 1.92126
H: 3.16933 -1.74121 -0.72884
H: 3.35551 -0.22497 -0.80604

These are the Löwdin partial charges, in e, on atoms 1 to 6:
1 O -0.11
2 O -0.11
3 N 0.20
4 N 0.31
5 C -0.09
6 C -0.06

---

Model 2:
DFT (ωB97M-V/def2-TZVPD) results for a 3-piece molecular cluster, C2H13N2O2 overall.

Properties
Spin multiplicity ... 2
Charge ... +2
Molar mass ... 97.1 g mol⁻¹
Kohn-Sham gap (alpha / beta) ... 11.288 / 4.804 eV

Atoms and positions in Å:
O: -0.00591 -2.29282 0.80418
O: -1.55460 -1.65818 -2.44244
N: 1.79818 2.09818 0.64270
N: -0.00265 0.00706 -0.47489
C: 0.61737 1.63819 1.39489
C: -0.49006 1.10862 0.45000
H: 0.15734 -0.87770 0.12270
H: -0.85951 -2.67252 1.06685
H: 0.87192 0.82928 2.08132
H: -1.26817 0.72006 1.11459
H: 2.66264 1.93112 1.19050
H: 0.75521 0.33514 -1.05602
H: -0.96657 1.83412 -0.20030
H: 1.82944 3.12790 0.52164
H: -1.72443 -1.87396 -3.36895
H: -0.79875 -0.35799 -1.02009
H: 0.55532 -3.08067 0.88063
H: 0.13324 2.38307 2.03857
H: -2.33087 -1.96241 -1.98063

These are the Löwdin partial charges, in e, on atoms 1 to 6:
1 O -0.02
2 O -0.04
3 N 0.36
4 N 0.18
5 C -0.10
6 C -0.09

---

From most stable to least stable, the computed energies give model 2, model 1.